C42H72N4O2S4Sr as an isolated structure. Source: the Open Molecules 2025 dataset; level of theory: ωB97M-V/def2-TZVPD.

Geometry as ORCA input:
```
! wB97M-V def2-TZVPD RIJCOSX def2/J DEFGRID3
* xyz 0 1
C -0.49955 -3.65883 0.87008
H -4.96169 -1.55107 -3.42076
C -0.76261 1.66012 4.05123
H -1.13660 2.84959 0.23422
H -3.05371 2.73610 3.14656
H -6.18159 1.59060 2.93383
H 4.23489 0.13427 4.40241
H -4.57300 -0.22106 -6.10120
H -4.59226 2.23546 -3.27237
C -1.96257 1.26460 -2.80379
C -1.64682 1.16398 2.89208
H -2.27667 2.24678 -3.12948
H -4.19200 -0.25464 0.35059
H -6.24552 0.67992 0.54474
H 1.24163 -3.35808 -0.44047
C -0.37442 -0.08453 -1.55229
C -5.81106 2.53239 2.52124
C -2.30566 -1.06675 -2.73540
H 3.26573 -5.34936 0.85650
C 6.59620 -0.89630 2.94009
C -0.81420 1.18533 -2.01811
O 0.70165 -0.24584 -0.82096
C 1.37467 2.41144 -2.13689
H -1.74802 3.86088 -1.87524
H 0.50561 3.01471 2.91031
C 0.99725 -4.00264 0.43576
C -2.72994 0.17123 -3.19462
H 5.48802 -3.58782 -6.10205
H -3.67202 2.33886 -4.78174
H -3.04555 -2.04206 -0.04480
H 0.07767 -2.92249 -1.59386
H 1.05566 1.33609 2.93913
H 0.02406 0.84511 5.90998
H 0.94522 -3.74207 3.35238
C -3.98245 0.29798 -4.06696
C -3.74576 1.39945 1.64016
H -3.80583 3.44564 -0.14980
H 4.89681 1.46460 2.27222
H -5.24780 3.04276 3.30544
C 3.32643 -4.26251 0.96951
Sr 1.02965 -1.74135 0.77921
H -6.06890 -0.30461 -3.99730
H -5.34869 1.79191 -4.80832
H -2.86761 -1.96385 -2.98451
H 0.20203 1.71840 0.40085
H 5.61248 1.72749 0.32837
H 3.38481 1.94140 3.04188
H 1.83629 1.47050 -1.84649
C -1.18605 -1.20841 -1.92756
N 2.05158 -3.70308 1.50730
C -5.14767 -0.47485 -3.43198
H -2.59191 -2.63574 1.53960
H -1.51374 3.70582 4.18463
N 4.11636 -3.48434 -4.55564
H 3.61580 0.16382 -1.07594
H 2.89697 -0.52923 3.43742
C -2.29196 -1.95088 0.73911
N -0.99362 -2.40617 0.20855
H -5.31318 -0.15168 -2.40103
H -0.03609 -0.32646 4.57484
H -0.14457 4.59920 -1.90789
H -2.86753 0.23826 -5.93348
H 5.73571 -2.21488 -5.02020
C -3.69259 -0.29408 -5.45378
C 3.88830 1.13716 2.50520
S 2.97624 0.99578 0.96953
C -0.08120 2.47575 -1.62872
C -5.81851 1.62824 0.20682
H -0.56530 -3.53197 1.96334
H -6.64658 2.29645 -0.04422
H -0.72531 3.70488 -3.31837
H 6.70149 -0.47273 3.94366
C 3.35068 -2.85869 -3.66091
C 5.52638 0.81434 -0.26033
C -2.83073 1.82356 2.60523
H 4.40793 -2.20205 -6.20451
C -1.39271 2.81856 4.81238
H 2.71198 -1.04795 -3.05961
C -0.72036 3.72384 -2.22395
C -4.41722 1.75307 -4.23803
C 7.17661 0.10143 1.92328
C 4.98074 -2.82711 -5.51674
H 2.52685 -4.48652 3.42440
H 1.19493 -5.33475 2.62305
S 2.39308 -3.70885 -2.51003
C -4.94694 2.27399 1.28159
H -6.67283 3.15641 2.26425
H -1.62069 -3.31728 -1.64497
N 3.36172 -1.51527 -3.67407
H -0.73865 3.09055 5.64595
H -3.83884 4.14986 1.47030
H 1.96581 3.23018 -1.71002
C -0.11625 2.62569 -0.09796
C -2.31592 -0.54150 1.30361
S 4.90819 -1.47781 2.76480
H 3.50783 -3.85262 -0.02423
H -3.41294 -1.34761 -5.37625
C 4.14574 0.16084 -0.12062
O -0.09476 -0.51055 2.23400
H 1.39775 2.49736 -3.22902
H 4.26447 -0.86964 0.20593
H 4.11556 -4.48784 -4.48496
H 6.81227 1.11048 2.10166
H 0.53996 3.44607 0.22031
C 1.65053 -4.35671 2.79318
H 1.07597 -5.03687 0.10817
H 1.26074 2.36854 4.38172
C -4.43627 3.61392 0.72870
H 3.81885 -0.98185 -4.39110
H 7.17566 -1.82009 2.90546
H 5.70107 1.08892 -1.30132
H -1.12179 -4.51858 0.62403
S 6.93958 -0.24755 0.16501
H -2.36961 2.55276 5.22592
H -1.52554 0.13658 5.40994
C 0.60573 2.12070 3.53522
H -5.24712 1.44355 -0.70746
C -0.55972 0.50123 5.04816
H 4.16385 -4.01161 1.61489
C 3.90275 -0.11258 3.39139
C -3.48298 0.17869 1.05014
H -5.27322 4.25559 0.43429
C -0.92150 -2.55241 -1.29430
H 8.25834 0.12187 2.06434
C -1.29582 0.00310 2.13659
*
```

Results
**HOMO level**: -6.309 eV
**Gap between HOMO and LUMO**: 6.4 eV
**Total energy**: -3636.58377 Ha
**Energy above the lowest of the compared OMol25 structures with the same formula, charge and spin**: 13.8 kcal per mole

Atom charges from the Löwdin analysis, given in e for atoms 1 to 5: C -0.185; H 0.073; C -0.526; H 0.085; H 0.090